16 unconnected molecules or ions with the total composition C76H119N13O28, computed with ωB97M-V with the def2-TZVPD basis set.

## Properties
Total energy   -5784.07279 a.u.
HOMO   -16.20 eV
Net charge   +6

Cartesian coordinates (Å):
C -6.752 4.116 -0.376
H -8.084 7.355 9.526
H 10.510 6.666 -0.706
N 6.210 -3.366 0.736
H 9.173 7.388 -3.177
C 10.046 5.670 -0.599
H -0.563 -5.737 -0.882
H -1.315 -0.291 1.508
H -2.594 -8.795 -1.182
C 3.338 0.755 -4.501
O 1.545 0.462 1.429
C -10.331 1.782 -0.044
C -11.614 1.375 0.281
N -6.353 8.402 9.111
C -4.202 3.834 7.615
H 1.419 1.939 0.114
H 8.064 9.254 -2.900
O 1.729 -2.858 -4.900
H 7.782 6.335 -1.088
C 2.883 -0.276 -6.690
H 3.373 -1.140 -6.252
H 1.760 -3.333 1.221
C -7.169 1.251 4.746
H -0.888 1.722 -0.655
C 1.924 1.749 -6.170
H -0.077 -0.370 0.248
C 1.457 0.090 2.788
C -3.011 -9.624 -1.775
C 0.649 -14.926 -0.409
C -6.647 6.109 8.570
N -2.048 -10.746 -1.632
O 2.177 -1.872 -2.917
C -0.637 -6.914 -2.923
H -3.029 1.018 4.941
C 4.833 -3.452 0.775
O 5.815 4.180 -2.442
H -4.018 -9.986 -1.441
H 3.801 1.193 9.076
H 5.587 2.140 -0.866
H 10.155 7.245 1.453
O -3.202 3.101 1.341
H 4.864 0.115 2.480
O -0.516 -4.859 -0.383
H -0.525 3.233 1.041
H 1.755 -2.009 -2.024
H 9.789 5.120 -2.770
H 1.796 2.562 -5.434
C -3.577 4.157 1.930
H -6.239 10.014 10.311
C -0.291 -12.829 -1.443
C -5.103 8.313 8.610
O -0.741 -7.165 -1.732
C -7.909 3.602 0.235
C 1.547 -15.986 -0.456
H -5.484 3.505 3.986
H 5.010 0.355 6.345
C 1.129 1.847 1.180
H -3.622 3.717 -0.703
O -4.629 4.756 1.865
H 10.281 5.653 2.182
H -10.153 2.258 -1.005
H 5.574 1.737 7.389
C 4.851 3.483 -2.142
H 1.206 -11.325 -1.719
H -3.611 -12.101 -1.482
H -1.750 1.899 -11.379
H 7.549 8.963 1.020
H -1.595 2.868 -4.684
H -8.858 4.137 0.339
C 8.113 7.145 -2.929
H -4.380 3.298 -2.252
C -0.753 -10.469 -1.652
C -5.102 3.626 5.054
N 3.118 1.377 8.367
C 9.635 6.289 1.632
H -6.682 5.110 -0.741
H 7.709 6.969 -3.898
H 3.202 -17.872 -0.562
H 2.269 0.562 3.366
H -8.504 0.211 5.689
O -0.917 -8.012 -3.724
N -4.164 2.779 5.571
C 2.578 -15.081 -2.326
C -0.335 1.366 -9.905
H 2.645 -1.032 -8.632
C -5.633 4.652 5.883
C -3.824 2.802 6.802
H -13.709 1.459 2.099
O 1.439 -5.433 0.709
H 8.067 10.309 -0.121
H -3.867 0.146 1.903
O -3.425 -0.083 -0.131
H -3.048 5.611 2.865
H 3.808 1.694 -4.393
H 3.693 -17.534 -2.244
H 3.298 -4.609 0.224
H 10.834 4.949 -0.429
C 4.923 0.534 1.495
C 6.654 -1.207 -1.594
C -6.808 1.552 0.442
C 9.278 5.179 -1.823
C -2.534 -11.990 -1.609
H 1.545 -16.715 0.338
C 1.286 1.779 -7.431
N -11.824 0.849 1.485
C -1.134 -0.098 0.421
H 4.468 -4.085 -1.158
H -8.732 0.730 2.771
H -3.588 7.228 7.628
C 0.617 -4.571 0.378
H -0.607 0.142 -13.893
H -2.008 -0.481 -1.533
N 5.464 -0.547 0.620
H 1.433 2.449 9.095
O 2.530 1.669 6.161
O -6.581 1.459 5.854
C -9.488 0.988 2.040
H -4.720 4.820 -1.597
H 7.851 -3.525 1.823
O -2.644 4.744 2.689
H 8.758 6.443 2.200
H -3.651 -1.499 1.531
N -5.662 3.337 -0.563
H -2.167 -1.855 -0.316
H -3.181 2.019 7.194
H -2.160 -14.070 -1.296
O -0.392 -5.851 -3.486
C -6.941 9.673 9.583
H 4.914 -5.398 -0.074
H -12.506 1.343 -0.385
C 3.513 -17.098 -1.238
C -0.426 1.175 -13.598
C -3.660 1.828 4.577
H -3.090 2.390 3.883
H -6.769 0.498 0.726
H 1.049 0.932 8.191
C 1.790 -3.011 -3.719
C -7.955 2.260 0.530
H -0.181 -14.905 0.350
H -0.948 1.719 -9.081
O -0.693 2.494 -4.748
O 6.799 0.887 -0.478
H 4.116 -0.019 -4.615
H -4.758 1.532 -0.209
H 5.657 1.342 1.603
C 0.123 -11.511 -1.591
C 7.124 -2.714 1.695
H -11.138 0.414 3.305
O -1.011 2.248 -2.594
C -4.590 7.180 8.006
H 2.753 0.125 -10.548
O 1.067 2.439 -3.452
H -7.057 10.403 8.778
H -7.907 9.465 10.022
H -3.019 -9.184 -2.800
C -0.339 2.175 1.293
C 1.791 0.567 -10.758
C 1.516 0.770 -8.317
H -2.137 1.755 0.456
H 1.667 -13.345 -3.174
C -5.674 2.124 -0.094
C -5.402 6.060 7.938
C 0.695 -13.935 -1.380
O 7.798 8.340 -0.945
C -13.188 0.518 1.876
H 2.707 0.441 -3.726
H 7.621 -1.878 1.236
C 4.851 1.385 6.661
H -0.686 2.010 2.286
O 4.077 -2.819 1.566
C -0.749 1.537 -11.179
C 6.289 -0.284 -0.410
H 1.637 -1.018 2.783
C 4.324 -4.474 -0.135
H 7.319 5.285 -2.284
C -4.542 3.808 -1.319
H -13.770 0.079 0.997
N 8.051 5.945 -1.997
N 2.660 0.725 -5.824
H -7.293 5.240 8.573
H 5.807 -1.421 -2.224
C 0.986 0.888 -9.678
H 0.899 -4.672 -3.350
N -1.205 1.404 0.264
H -4.529 1.366 4.158
H -0.512 -9.438 -1.793
H 6.478 8.544 -2.461
C -7.080 7.274 9.168
N 0.064 1.159 -12.151
N 2.474 -16.010 -1.373
H 7.499 -0.869 -2.084
H 3.463 -15.161 -2.884
H 4.968 -1.438 0.736
C 1.744 1.438 8.844
C 7.566 8.436 -2.317
O 1.360 -3.966 -2.879
C 2.392 -0.240 -7.968
H 6.722 -3.785 0.007
O 9.148 5.721 0.424
H 3.048 3.012 -2.317
H 6.351 9.683 -0.074
H -4.587 9.193 8.495
H 1.641 0.934 9.784
H 1.795 0.467 -12.945
H 0.217 1.778 -14.245
C -0.136 2.411 -3.446
H 8.945 4.170 -1.570
H 0.439 0.222 3.160
H 6.634 -2.537 2.647
H -5.088 -0.576 0.826
C 7.406 9.369 -0.010
C 1.319 0.666 -12.017
O 3.647 3.715 -2.704
C -2.202 -0.762 -0.461
C -4.063 -0.561 1.102
H -1.402 1.664 -13.621
O 0.994 -3.322 0.593
O 4.759 2.445 -1.312
C -1.713 -13.067 -1.365
H 4.901 1.970 5.773
C -10.805 0.671 2.320
H 4.422 -16.605 -0.892
H -6.341 5.292 5.440
C 3.431 1.554 7.047
C -5.023 4.853 7.114
H -0.960 -7.705 -4.628
C 1.639 -14.037 -2.411
H 6.942 -2.239 -1.230
O -8.438 0.535 4.797
O -6.923 1.597 3.578
C -9.260 1.689 0.881
H 1.694 2.576 1.775
H 4.049 0.926 1.036
H -3.839 3.820 8.638
H -13.296 -0.249 2.611
H 0.639 2.586 -7.655

Forces on the atoms, in the same order (eV/Å):
-1.0 -0.7 0.8
-0.3 0.1 0.5
0.0 -0.2 -0.4
-1.6 1.6 1.8
-0.4 -0.7 0.7
1.1 0.5 -1.3
0.8 -0.2 0.6
0.0 0.0 -0.8
-0.5 -0.3 0.1
1.4 -1.9 -1.8
-0.7 1.8 -0.2
-0.1 0.8 0.0
0.1 -0.3 -1.3
0.2 -1.2 -0.5
-0.2 0.9 0.6
0.0 0.4 0.5
-0.2 -0.2 0.9
0.5 -0.9 -0.2
0.0 0.0 0.4
0.0 -0.9 0.3
0.2 0.1 -0.4
-0.5 -0.2 -0.7
-0.9 0.0 1.4
-0.2 0.0 -0.9
-1.6 1.8 -0.9
-0.8 -0.2 -0.2
0.7 -1.6 -0.2
-0.4 0.8 0.1
-1.3 -0.2 0.6
0.3 0.0 0.0
-1.3 0.7 -1.0
-0.9 -1.9 0.1
-0.4 0.1 -1.4
0.0 0.4 0.7
1.3 0.1 1.9
-0.8 -1.2 0.8
1.0 0.6 -0.3
0.5 0.1 -0.2
0.5 -0.1 -0.2
-0.2 -0.2 -0.1
-0.3 -0.3 0.3
-0.9 -0.2 0.4
1.6 2.6 1.9
0.2 -0.4 0.3
0.8 0.0 -1.1
0.5 0.2 -0.1
0.0 -0.6 -0.3
1.0 -1.4 -1.3
0.1 0.7 0.6
-2.0 0.0 0.5
-1.1 -1.0 -0.6
0.0 -0.4 2.4
0.5 1.0 -1.3
-1.9 1.3 1.5
0.9 -0.2 1.6
0.1 -0.1 0.3
0.9 -1.1 -1.4
-0.7 0.1 -0.3
-2.5 0.5 -0.4
0.8 -0.9 0.3
-0.1 -0.2 0.1
0.1 -0.2 0.1
0.1 0.8 -0.6
-0.8 0.1 0.3
0.2 0.1 -0.5
0.2 0.0 -0.5
0.1 0.1 -1.0
0.7 -0.6 0.2
0.7 0.5 -0.2
1.9 0.7 0.4
-0.3 -0.8 -0.2
-0.3 -0.3 -0.3
-1.1 0.9 0.5
-0.9 0.3 -0.7
-0.1 0.8 -0.9
0.0 0.7 -0.1
-0.8 -0.6 -0.5
-0.3 -0.1 0.3
-0.7 0.0 0.2
-0.1 -0.2 0.7
-0.1 -0.6 0.1
-1.6 0.3 -4.0
-1.4 1.2 0.5
1.8 0.2 1.6
0.0 -0.5 -0.3
2.3 -1.7 -1.1
1.2 -0.2 2.8
0.1 -0.4 0.4
-1.9 0.3 -0.1
-1.0 -1.5 0.1
-0.3 0.5 0.0
-0.1 -1.7 0.7
0.4 -0.2 0.2
0.2 1.0 0.3
-0.1 0.3 0.7
0.1 -0.5 -1.0
0.5 -0.2 0.1
2.4 -0.5 -0.6
-1.2 -2.6 3.1
1.1 -1.6 0.2
0.3 -0.8 0.8
-0.3 -0.8 1.9
0.1 -0.3 -0.2
0.6 -0.1 1.9
0.3 -0.3 0.0
0.5 0.2 0.5
-0.7 -0.3 0.1
0.1 0.4 0.0
0.2 -0.1 -0.3
1.4 -4.4 -1.9
0.5 0.1 -0.2
-0.2 -0.5 0.9
-0.4 0.0 -0.7
-0.1 0.3 -0.6
1.9 0.1 2.1
-1.0 -0.5 -2.2
-0.6 -0.2 0.3
0.0 0.9 0.1
0.3 0.5 0.5
1.4 0.9 1.2
-0.8 0.4 0.8
-0.4 0.1 -1.0
-1.8 1.2 -0.1
-0.4 0.4 -0.1
-0.1 0.0 -0.3
0.4 0.6 0.1
0.5 0.6 -0.7
0.3 -0.1 -0.2
-0.3 0.2 0.1
1.1 0.4 0.4
0.5 0.7 -1.6
-1.0 0.5 0.8
0.1 -1.0 0.5
0.4 0.5 -1.0
-0.1 0.5 -0.1
0.0 0.2 -0.5
-1.1 2.3 2.6
-0.7 0.5 0.2
1.2 -0.1 -0.7
0.0 -0.3 -0.1
-0.3 0.8 -0.8
-0.9 -1.5 -0.2
-0.1 0.4 0.4
-0.4 0.4 0.0
-0.1 -0.3 -0.4
2.1 -0.9 -0.3
-0.1 -1.9 -0.5
0.3 -0.7 0.4
-0.2 0.0 2.0
-0.7 0.2 0.8
0.3 0.2 -0.3
2.7 0.0 0.8
0.2 -0.3 0.0
0.0 0.0 0.1
0.0 -0.9 0.5
-0.2 -0.2 -1.3
0.8 -1.0 1.0
0.4 0.4 -0.5
-0.7 0.2 -0.1
0.3 1.3 -1.6
0.9 -2.5 0.5
-0.2 -0.8 -0.3
-0.2 -0.3 -0.8
0.5 0.3 1.1
-2.2 0.1 -2.0
-1.1 0.0 1.0
0.0 0.6 0.2
0.0 0.2 -0.2
-0.7 -0.3 0.6
1.6 -0.8 -1.4
-0.5 -0.3 0.2
0.8 2.8 -0.4
-0.1 0.9 0.2
-0.5 -0.2 -0.6
-0.3 0.2 0.0
1.9 0.5 0.1
1.1 0.7 0.8
-1.1 1.2 -1.2
0.3 0.0 0.4
0.0 0.1 0.0
-0.4 0.4 -0.4
-1.6 0.4 -0.3
-0.9 -1.0 -0.3
1.5 0.0 1.9
-0.5 -0.1 -0.6
0.4 0.7 0.1
0.2 0.0 -0.3
-0.1 -0.2 -0.8
0.1 -0.2 -3.5
1.5 -1.4 0.0
1.3 1.2 -1.1
0.7 0.0 -1.2
0.4 0.8 -0.1
0.1 0.1 0.4
-1.2 0.2 -0.4
1.5 1.5 -1.0
0.1 -0.4 0.8
-0.1 -1.0 -0.8
-1.0 -0.2 1.0
0.2 1.1 -0.9
0.3 -0.3 -0.4
1.2 2.1 0.3
0.4 -0.6 0.6
0.6 -0.4 -0.3
0.2 -0.5 0.3
-2.7 -0.4 -1.6
0.1 0.0 -0.1
0.2 0.3 0.4
0.0 0.4 -0.1
-0.8 -0.5 0.4
0.9 1.2 0.1
-1.8 1.1 0.3
0.1 -1.3 1.0
0.8 1.6 -0.3
1.7 0.4 -0.3
0.1 0.0 0.2
-1.4 1.8 0.2
0.1 0.5 -0.2
1.6 -0.2 -1.0
0.6 0.5 -0.7
-0.2 0.1 1.0
0.0 -0.2 0.1
-0.8 0.8 -0.2
-2.7 -1.1 -0.5
-0.5 -0.4 0.8
0.2 0.2 -0.5
0.9 -2.3 2.2
-0.3 1.1 -0.2
1.4 0.6 -0.1
0.7 0.1 0.2
-0.9 -0.8 -0.8
0.0 -0.3 0.1
-1.1 0.2 0.2
-0.1 0.2 -0.2
0.5 -0.1 0.9
-0.4 0.7 -0.1